Record 1
DFT (ωB97M-V with the def2-TZVPD basis set) results for a 2-piece molecular cluster, CH5IN2 overall at a distorted geometry.

XYZ file:
```
9
Properties=species:S:1:pos:R:3
I -2.09206 0.00938 0.18505
N 0.38683 1.37107 -0.02725
N 1.35757 0.46727 -0.20530
C -0.91479 -1.61060 -0.16244
H 1.18513 -0.42839 0.19042
H 0.02620 1.39638 0.96121
H -0.45989 -1.63570 -1.12082
H -0.18236 -1.83932 0.53709
H 0.69337 2.26992 -0.35797
```

As for the calculated total energy: -12193.989 eV. The calculation puts the HOMO energy (spin up / spin down) at -0.305 / -0.297 Ha. The strongest force on any atom is 2.45 eV/A. Its energy relative to the best compared isomer or geometry (same formula, charge and spin) is 346.6 kJ/mol. Its charge is 0.

=====

Record 2
DFT (ωB97M-V with the def2-TZVPD basis set) results for a 2-piece molecular cluster, C4H4N4O overall at a distorted geometry.

XYZ file:
```
13
Properties=species:S:1:pos:R:3
O 0.07598 1.70762 -1.78557
N 2.91940 0.10451 0.59023
N -0.18422 -2.16437 -2.04016
N 0.92994 -0.84767 -0.33904
N -1.08032 1.04321 0.13453
C -1.83492 0.20744 0.98064
C 0.40866 -1.63316 -1.22394
C -0.47154 1.15363 -0.86841
C 1.97703 -0.39069 0.04717
H -2.89164 0.24211 0.66346
H 3.53059 0.85379 0.74873
H -1.43809 -0.85117 0.97044
H -1.94088 0.57475 2.12194
```

As for the calculated total energy: -12218.103 eV. The calculation puts the HOMO energy at -0.376 Ha. The strongest force on any atom is 4.38 eV/A. The SMILES is N#CN=C=N.CN=C=O. Its energy relative to the best compared isomer or geometry (same formula, charge and spin) is 232.2 kJ/mol. Its charge is 0.

=====

Record 3
DFT (ωB97M-V with the def2-TZVPD basis set) results for a 2-piece molecular cluster, CHFNO3 overall at a distorted geometry.

XYZ file:
```
7
Properties=species:S:1:pos:R:3
F -1.76393 1.74983 -0.68749
O 1.52575 0.57679 0.84278
O 0.66749 -1.44335 1.33587
O -0.32368 0.69008 -1.19996
N -0.15091 -0.26496 -0.44570
C 0.82826 -0.36203 0.80254
H -0.78298 -0.94636 -0.64805
```

As for the calculated total energy: -11401.274 eV. The calculation puts the HOMO energy (spin up / spin down) at -0.207 / -0.205 Ha. The strongest force on any atom is 3.92 eV/A. Its energy relative to the best compared isomer or geometry (same formula, charge and spin) is 0.0 kJ/mol. Its charge is -1.

=====

Record 4
DFT (ωB97M-V with the def2-TZVPD basis set) results for C6H10BN4O7P2Pd as an isolated structure.

XYZ file:
```
31
Properties=species:S:1:pos:R:3
Pd -0.42675 0.27483 -0.42746
P 0.35500 2.70857 -0.08401
P 2.75547 1.12605 -0.28903
O 2.60376 0.86062 -1.88973
O 1.93590 2.57514 -0.15715
O -0.23936 2.11893 -1.36505
O 4.17484 1.39462 0.01180
O -0.24189 2.05282 1.12019
O 1.91370 0.12230 0.42843
O 0.17100 4.29084 -0.03683
N -0.78945 -1.32798 0.65842
N -1.20287 -0.57801 -2.05404
N -1.62739 -2.33591 0.38656
N -2.00940 -1.64605 -2.10205
C -1.93860 -0.77222 -4.13900
C -0.93885 -2.57627 2.48230
C -0.35755 -1.44714 1.91050
C -2.46589 -1.78107 -3.35327
C -1.14616 -0.03092 -3.26600
C -1.73282 -3.10313 1.47889
B -2.27104 -2.71661 -0.98845
H -1.77335 -3.75893 -1.35403
H -0.79707 -2.95772 3.47767
H -3.46679 -2.82960 -0.83854
H -3.11848 -2.60233 -3.59720
H 0.33983 -0.72025 2.29404
H -2.35349 -3.98289 1.45439
H 3.47659 0.99227 -2.27247
H 0.59182 4.71401 -0.79239
H -0.55790 0.85886 -3.41234
H -2.10540 -0.59938 -5.18733
```

As for the calculated total energy: -49421.388 eV. The calculation puts the HOMO energy at -0.213 Ha. The strongest force on any atom is 0.59 eV/A. Its energy relative to the best compared isomer or geometry (same formula, charge and spin) is 0.0 kJ/mol. Its charge is -1.

=====

Record 5
DFT (ωB97M-V with the def2-TZVPD basis set) results for one molecule with the formula C5H4N2.

XYZ file:
```
11
Properties=species:S:1:pos:R:3
N -0.86715 1.22399 0.05068
N 0.25281 0.74940 0.70876
C 2.99687 -1.07125 0.46329
C -0.59777 -0.98091 -0.38384
C 1.75507 -1.08058 0.69040
C 0.53363 -0.53333 0.40517
C -1.34379 0.11369 -0.64290
H -2.19696 0.24329 -1.29519
H -0.75179 -1.98910 -0.73824
H 0.80017 1.34468 1.31008
H -0.58110 1.98012 -0.56822
```

As for the calculated total energy: -8224.821 eV. The calculation puts the HOMO energy (spin up / spin down) at -0.319 / -0.319 Ha. The strongest force on any atom is 0.89 eV/A. Its energy relative to the best compared isomer or geometry (same formula, charge and spin) is 450.9 kJ/mol. Its charge is 0.

=====

Record 6
DFT (ωB97M-V with the def2-TZVPD basis set) results for a 3-piece molecular cluster, C17H24BNO11 overall at a distorted geometry.

XYZ file:
```
54
Properties=species:S:1:pos:R:3
O 4.03641 4.17830 2.98185
O -1.31957 -4.20991 -3.41486
O -1.61869 -2.71331 2.13141
O -1.16764 -0.51233 1.85711
O 2.37869 -2.17223 -3.35148
O 2.88032 2.67560 4.21660
O 2.97028 2.60477 1.96139
O -5.36975 -0.18662 -2.89839
O -5.18909 -1.38444 -4.98787
O 1.46493 0.88373 -3.20324
O -0.79800 -1.85171 0.21102
N 0.56249 -3.21428 -4.43412
C -0.72292 -3.23300 -3.71136
C 4.46477 4.83237 4.18485
C 0.25313 0.25402 -3.21189
C 2.17703 1.41612 2.00360
C -1.02857 -1.78179 -3.42765
C 1.25553 -2.13078 -3.70754
C -0.94828 0.92689 -2.98516
C -1.23002 -1.78700 1.46945
C -0.76486 -3.16979 -0.34525
C -2.15249 0.24314 -2.96130
C 3.26383 3.10743 3.15977
C -0.44244 -0.59262 4.17767
C -3.53460 -1.90643 -3.11108
C -2.23192 -1.14003 -3.16732
C -1.55956 -0.25891 3.21430
C 0.18942 -1.10951 -3.43737
C 5.62909 4.10970 4.82764
B -4.76888 -1.12101 -3.70675
H 0.01578 -3.76271 0.12940
H -6.11674 -1.16572 -5.12499
H -3.40599 -2.86766 -3.59407
H -3.75045 -2.11141 -2.06067
H 5.33122 3.11995 5.17176
H -3.06871 0.78399 -2.77873
H 0.47224 -0.07415 3.89162
H 0.30130 -2.72126 -5.29004
H -1.78745 0.80513 3.25380
H 1.88758 1.19190 0.98104
H 2.76264 0.58757 2.39986
H -0.22565 -1.66048 4.17557
H -0.70698 -0.30032 5.19357
H -0.53585 -3.05311 -1.39260
H -0.93136 1.99598 -2.82318
H 3.62605 4.93121 4.87319
H 6.44050 3.98278 4.11004
H -1.72719 -3.66657 -0.24513
H 6.00005 4.67480 5.68261
H -6.17401 0.17766 -3.28391
H 1.34159 1.77998 -3.53417
H 4.76335 5.83284 3.87710
H -2.47332 -0.80296 3.45099
H 1.28279 1.56623 2.60288
```

As for the calculated total energy: -42710.085 eV. The calculation puts the HOMO energy at -0.338 Ha. The strongest force on any atom is 1.57 eV/A. The SMILES is O=C1NC(=O)c2c(CB(O)O)ccc(O)c21.CCOC(=O)OC.CCOC(=O)OC. Its charge is 0.